1.
Molecular formula: C4H28O14
Method: DFT, wB97M-V/def2-TZVPD

## Properties
- relative energy (zero: lowest compared OMol25 entry of this formula, charge and spin) (kcal per mole) = 7.4
- total energy (eV) = -33266.7024
- structure (SMILES) = C[C@H]1COC(=O)O1.O.O.O.O.O.O.O.O.O.O.O
- HOMO (eV) = -11.10
- lowest unoccupied orbital energy (Ha) = -0.0084

Geometry as XYZ:
```
46
C4H28O14 wB97M-V/def2-TZVPD
C -0.09 -4.78 -2.39
C -1.00 -4.47 -3.59
C -2.34 -3.79 -3.09
O -2.41 -2.60 -3.91
C -1.38 -2.45 -4.69
O -1.24 -1.53 -5.51
O -0.47 -3.48 -4.42
H 0.63 -5.55 -2.67
H -0.74 -5.21 -1.62
H 0.34 -3.83 -2.09
H -1.17 -5.36 -4.19
H -2.35 -3.51 -2.03
H -3.15 -4.47 -3.34
O 4.38 -1.43 1.83
H 5.05 -1.69 2.46
H 4.82 -1.45 0.99
O 3.80 2.80 2.92
H 4.13 3.29 3.68
H 4.07 1.90 3.09
O -2.57 1.63 4.31
H -2.68 0.70 4.13
H -1.65 1.72 4.56
O 2.04 5.95 0.41
H 1.94 5.72 -0.51
H 2.44 5.17 0.81
O 1.03 -1.39 5.29
H 0.74 -2.30 5.24
H 1.67 -1.29 4.59
O 1.17 3.91 -3.05
H 0.55 4.09 -3.76
H 0.76 3.21 -2.55
O -5.44 0.14 0.09
H -6.12 0.63 0.56
H -5.11 0.76 -0.56
O 5.34 2.93 -1.39
H 5.17 2.22 -2.00
H 4.48 3.22 -1.10
O -2.12 5.32 1.48
H -1.32 5.58 1.01
H -1.86 4.55 1.99
O -3.12 -2.29 2.95
H -3.54 -3.07 3.29
H -3.73 -1.95 2.30
O 0.53 1.03 -0.11
H -0.28 0.54 -0.21
H 0.79 0.87 0.80
```


2.
Molecular formula: C10H10N2O2
Method: DFT, wB97M-V/def2-TZVPD

## Properties
- relative energy (zero: lowest compared OMol25 entry of this formula, charge and spin) (kcal per mole) = 97.1
- total energy (eV) = -17604.3292
- structure (SMILES) = O=c1cc[nH]c(=O)[nH]1.c1ccccc1
- HOMO (eV) = -8.03
- lowest unoccupied orbital energy (Ha) = 0.0104

Geometry as XYZ:
```
24
C10H10N2O2 wB97M-V/def2-TZVPD
O -0.22 -0.64 -0.85
C 0.97 -0.58 -0.62
C 1.69 -1.68 0.05
C 2.93 -1.51 0.46
N 3.39 -0.22 0.53
C 2.93 0.93 -0.14
O 3.42 2.07 -0.03
N 1.70 0.63 -0.79
H 1.31 -2.72 -0.11
H 3.40 -2.50 0.85
H 4.29 0.05 1.18
H 1.04 1.43 -1.13
C -1.95 1.34 0.97
C -2.77 0.33 1.40
C -3.02 -0.78 0.55
C -2.72 -0.53 -0.96
C -1.84 0.53 -1.31
C -1.51 1.57 -0.30
H -1.77 2.26 1.58
H -2.69 0.23 2.53
H -3.25 -1.75 0.80
H -2.87 -1.39 -1.69
H -1.57 0.53 -2.35
H -0.88 2.42 -0.62
```


3.
Molecular formula: C28H33N6O5S3
Method: DFT, wB97M-V/def2-TZVPD

## Properties
- total energy (eV) = -81255.1451
- HOMO (eV) = -5.85
- lowest unoccupied orbital energy (Ha) = 0.0820
- net charge = -1

Geometry as XYZ:
```
75
C28H33N6O5S3 wB97M-V/def2-TZVPD
C 1.15 -0.57 -0.13
C 1.08 0.91 0.19
C -0.05 1.63 -0.57
O -0.53 0.83 -1.67
S -2.11 0.82 -1.82
O -2.35 -0.03 -2.93
O -2.53 2.16 -1.90
N -2.41 0.08 -0.43
S -3.92 -0.12 -0.08
O -4.30 -1.50 -0.07
O -4.85 0.70 -0.77
S -4.06 0.51 1.93
H 1.51 -0.77 -1.13
H 0.19 -1.03 0.01
H 1.84 -1.05 0.55
H 2.01 1.41 -0.05
H 0.88 0.96 1.25
H 0.32 2.57 -0.97
H -0.85 1.88 0.10
H -2.77 0.56 2.25
N -2.17 -4.59 -4.08
C -2.54 -5.79 -3.63
C -3.03 -6.01 -2.35
C -3.14 -4.93 -1.49
C -2.77 -3.67 -1.94
C -2.30 -3.56 -3.24
H -2.42 -6.61 -4.33
H -3.31 -7.01 -2.04
H -3.52 -5.06 -0.49
H -2.85 -2.80 -1.31
H -2.00 -2.59 -3.63
N -3.86 4.83 1.99
C -3.75 5.44 3.17
C -4.75 5.46 4.12
C -5.94 4.80 3.84
C -6.07 4.16 2.62
C -5.00 4.20 1.73
H -2.81 5.94 3.35
H -4.61 5.97 5.07
H -6.75 4.79 4.56
H -6.98 3.64 2.35
H -5.06 3.71 0.77
N 0.78 1.04 3.97
C 0.91 -0.25 4.25
C 1.88 -0.76 5.11
C 2.75 0.13 5.71
C 2.63 1.48 5.42
C 1.62 1.88 4.55
H 0.21 -0.92 3.75
H 1.94 -1.82 5.30
H 3.52 -0.22 6.38
H 3.29 2.21 5.87
H 1.49 2.93 4.30
N 4.25 2.39 -0.21
C 5.26 1.73 -0.76
C 6.33 2.34 -1.40
C 6.34 3.73 -1.47
C 5.29 4.43 -0.90
C 4.27 3.72 -0.29
H 5.20 0.65 -0.69
H 7.13 1.75 -1.82
H 7.16 4.25 -1.95
H 5.26 5.51 -0.94
H 3.43 4.23 0.16
N 2.14 -5.62 -2.77
C 1.17 -5.08 -3.52
C 1.41 -4.17 -4.53
C 2.72 -3.79 -4.78
C 3.73 -4.34 -4.01
C 3.39 -5.25 -3.03
H 0.16 -5.40 -3.29
H 0.58 -3.77 -5.10
H 2.94 -3.08 -5.57
H 4.77 -4.07 -4.17
H 4.15 -5.70 -2.40
```